(1)
Here is C25H44I2InN3OPS as an isolated structure from OMol25. Energies are from the ωB97M-V functional and the def2-TZVPD basis.

The geometry in XYZ format:
```
78
Properties=species:S:1:pos:R:3
In -0.12740 -1.33196 -0.02810
C 5.50223 -2.39740 1.74637
C 5.45316 -2.08008 0.25951
N 4.32229 -1.18891 -0.08286
C 4.64201 0.25327 -0.14996
C 5.21345 0.66578 -1.49938
C 3.12029 -1.70088 -0.32178
S 1.93607 -0.56265 -0.98196
N 2.96913 -3.01258 -0.19105
C 1.86157 -3.69069 0.01162
O 0.74050 -3.20935 0.41036
C 1.93714 -5.16948 -0.14533
C 0.77733 -5.90469 -0.38257
C 0.84438 -7.28162 -0.53429
C 2.06742 -7.93121 -0.42140
C 3.22364 -7.20333 -0.16911
C 3.16049 -5.82356 -0.03818
H 6.37713 -3.01502 1.96488
H 4.60667 -2.94431 2.05286
H 5.57686 -1.48496 2.34628
H 5.35915 -2.98685 -0.32637
H 6.35759 -1.56313 -0.05410
H 5.35520 0.44717 0.65064
H 3.74640 0.81952 0.07192
H 6.12066 0.10700 -1.74080
H 5.46693 1.72967 -1.48534
H 4.48245 0.49926 -2.29505
H -0.17107 -5.39242 -0.45700
H -0.05680 -7.84993 -0.73814
H 2.11960 -9.00917 -0.52687
H 4.17593 -7.71225 -0.07409
H 4.05753 -5.24456 0.15195
I 2.16760 3.34024 0.11622
C 0.10892 3.57911 -0.29690
I -1.06486 1.83158 -0.00576
H 0.00573 3.87443 -1.32984
H -0.27603 4.33435 0.37627
C -2.92921 -1.62395 -2.55597
C -3.34875 -2.69430 -1.52355
C -4.72686 -3.24518 -1.92128
C -2.32539 -3.83827 -1.62784
P -3.27106 -1.95210 0.21465
N -1.99077 -0.98780 0.37391
C -3.32063 -3.29982 1.52360
C -4.35620 -4.40656 1.26228
C -3.61338 -2.64971 2.89140
C -1.92891 -3.93168 1.67935
C -4.72000 -0.78794 0.42965
C -4.43846 0.19377 1.58144
C -6.06954 -1.48310 0.68235
C -4.82381 0.04945 -0.85886
H -2.58160 -2.12952 -3.46254
H -2.12062 -0.98691 -2.19742
H -3.75309 -0.97274 -2.84218
H -4.63380 -3.73964 -2.89486
H -5.46704 -2.45498 -2.03665
H -5.11167 -3.98168 -1.21984
H -2.23923 -4.12403 -2.68030
H -2.62212 -4.72417 -1.06945
H -1.32474 -3.55048 -1.29822
H -5.36246 -4.02253 1.10066
H -4.39289 -5.05304 2.14541
H -4.08948 -5.04052 0.41644
H -4.65529 -2.36254 3.01057
H -2.98032 -1.78079 3.07334
H -3.39081 -3.38997 3.66792
H -1.53652 -4.40434 0.78574
H -2.00054 -4.70360 2.45284
H -1.20033 -3.20297 2.03230
H -4.52076 -0.26028 2.56284
H -5.18881 0.98906 1.52513
H -3.45267 0.65156 1.49385
H -6.11616 -1.96155 1.65984
H -6.32370 -2.22109 -0.07481
H -6.85434 -0.71899 0.66401
H -3.85873 0.46762 -1.15909
H -5.50155 0.88652 -0.66168
H -5.24377 -0.51490 -1.69171
```

Its spin multiplicity is 1. The charge is +1. The value obtained for the electronic energy is -74652.215 eV. The value obtained for the max |F| is 0.014 hartree/bohr. Its lowest unoccupied orbital energy is -2.91 eV. As for the HOMO-LUMO gap: 0.315 Ha. Its HOMO energy is -11.4682 eV.



(2)
Here is C8H9N4S3Y as an isolated structure from OMol25. Energies are from the ωB97M-V functional and the def2-TZVPD basis.

The geometry in XYZ format:
```
25
Properties=species:S:1:pos:R:3
Y 1.95708 0.97021 -0.75171
N 0.77463 -1.29639 -1.32444
N 1.22900 -2.00592 -2.45166
C 2.20464 -1.53915 -3.25595
N 2.54150 -2.27322 -4.29501
S 3.02805 -0.05806 -2.99864
H 0.81029 -1.93049 -0.52461
H -0.21241 -1.06658 -1.45964
H 0.74785 -2.86903 -2.66977
H 2.10557 -3.15966 -4.50775
H 3.27012 -1.95285 -4.91648
S 2.23755 3.28340 0.25541
C 0.84100 2.56957 1.04207
N 0.36307 1.34218 0.74033
C -0.76485 1.03865 1.50767
C -1.50401 -0.13843 1.45298
C -2.59280 -0.26665 2.29262
C -2.94682 0.75422 3.17897
C -2.21865 1.92649 3.24349
C -1.12490 2.05313 2.39568
S -0.02395 3.39814 2.24567
H -1.24352 -0.94487 0.77778
H -3.18274 -1.17225 2.26782
H -3.80352 0.62271 3.82453
H -2.49220 2.71486 3.93064
```

Its spin multiplicity is 1. The charge is +2. The value obtained for the electronic energy is -47938.419 eV. The value obtained for the relative energy (zero: lowest compared OMol25 entry of this formula, charge and spin) is 0.0088 eV. The value obtained for the max |F| is 0.006 hartree/bohr. Its lowest unoccupied orbital energy is -7.90 eV. As for the HOMO-LUMO gap: 0.254 Ha. Its HOMO energy is -14.8285 eV.



(3)
Here is a 3-piece molecular cluster, C16H48N6O3P2Si overall from OMol25. Energies are from the ωB97M-V functional and the def2-TZVPD basis.

The geometry in XYZ format:
```
76
Properties=species:S:1:pos:R:3
C -0.70409 4.67194 -1.31512
N -1.12132 3.30063 -1.12972
C -2.39705 3.24376 -0.42758
P -0.07467 2.00693 -0.75472
O -0.82395 0.84258 -1.32768
N 1.28582 2.01163 -1.83394
C 1.13374 2.57270 -3.16805
C 1.89615 0.69274 -1.89715
N 0.82554 2.81669 0.52961
C 2.15637 3.36459 0.31580
C 0.81738 2.04035 1.78871
H -0.48528 5.18684 -0.36780
H -1.50051 5.22253 -1.82009
H 0.17121 4.75250 -1.95427
H -2.30173 3.57282 0.61846
H -2.79170 2.22713 -0.43175
H -3.13436 3.87728 -0.92369
H 0.22230 2.23290 -3.67665
H 1.99121 2.29871 -3.78470
H 1.12961 3.66266 -3.14057
H 1.33163 0.00384 -2.53683
H 1.94148 0.25227 -0.89716
H 2.92096 0.76179 -2.27052
H 2.92254 2.59942 0.16374
H 2.42191 3.94402 1.20506
H 2.17572 4.05185 -0.52556
H 1.43858 1.13917 1.72068
H -0.20387 1.72997 2.03100
H 1.17592 2.64872 2.61995
C 1.42787 -3.20860 1.46626
N 2.46350 -2.23886 1.18544
C 2.85545 -2.30514 -0.21791
P 3.74347 -1.83935 2.23289
O 4.04491 -0.43114 1.81061
N 3.13445 -1.51399 3.82865
C 1.77442 -1.01470 3.97247
C 4.05740 -0.68444 4.59470
N 4.20505 -3.49585 2.64621
C 3.83099 -4.10968 3.91042
C 5.63427 -3.75894 2.38020
H 1.77128 -4.24777 1.35672
H 0.59813 -3.05411 0.77397
H 1.01436 -3.09169 2.46467
H 3.38353 -3.24148 -0.45385
H 3.51039 -1.47143 -0.47168
H 1.97804 -2.22996 -0.86176
H 1.53988 -0.19882 3.27726
H 1.61858 -0.65176 4.98950
H 1.04380 -1.81114 3.83088
H 3.99928 0.37176 4.31032
H 5.08988 -1.01015 4.43879
H 3.84344 -0.77748 5.66181
H 4.34397 -3.67640 4.77409
H 4.09151 -5.17069 3.85326
H 2.75924 -4.05749 4.07900
H 6.28879 -3.24464 3.09380
H 5.89812 -3.41722 1.37535
H 5.84521 -4.82786 2.42296
C -3.87476 -1.03387 -3.01198
C -4.53625 0.31077 -3.40994
C -5.66044 0.69701 -2.42976
O -6.90659 0.99171 -3.02546
C -7.49475 -0.12428 -3.67115
Si -8.32680 -1.36966 -2.49863
H -3.96409 -1.23507 -1.94749
H -2.80558 -0.92738 -3.19970
H -4.22184 -1.86461 -3.62244
H -3.74144 1.05196 -3.39315
H -4.89430 0.20968 -4.43180
H -5.35015 1.62081 -1.94056
H -5.72952 -0.04769 -1.62984
H -6.82516 -0.65464 -4.35522
H -8.29392 0.27953 -4.29691
H -9.16253 -2.26948 -3.32530
H -9.13425 -0.71901 -1.45103
H -7.28633 -2.23575 -1.89411
```

Its spin multiplicity is 1. The charge is 0. The value obtained for the electronic energy is -58906.040 eV. The value obtained for the relative energy (zero: lowest compared OMol25 entry of this formula, charge and spin) is 0.0000 eV. Its SMILES is CN(C)P(=O)(N(C)C)N(C)C.CN(C)P(=O)(N(C)C)N(C)C.CCCOC[SiH3]. The value obtained for the max |F| is 0.110 hartree/bohr. Its lowest unoccupied orbital energy is 0.48 eV. As for the HOMO-LUMO gap: 0.322 Ha. Its HOMO energy is -8.2744 eV.



(4)
Here is one molecule with the formula C5H8N2 from OMol25. Energies are from the ωB97M-V functional and the def2-TZVPD basis.

The geometry in XYZ format:
```
15
Properties=species:S:1:pos:R:3
N -2.03349 0.69203 0.18858
C -0.81124 -0.03189 0.34944
C -0.45515 -1.34649 -0.39699
N -0.80913 -2.38699 -0.90820
C 0.46938 0.64766 -0.18933
C 1.05467 -1.12186 -0.48576
C 1.35761 1.34702 0.58435
H -2.78827 0.25525 0.70505
H -2.30898 0.73951 -0.78630
H -0.66651 -0.24475 1.41813
H 0.36729 0.97443 -1.22772
H 1.60772 -1.51717 0.37317
H 1.56859 -1.27837 -1.43466
H 2.02239 2.09063 0.15359
H 1.42512 1.18100 1.65664
```

Its spin multiplicity is 1. The charge is 0. The value obtained for the electronic energy is -8289.999 eV. The value obtained for the relative energy (zero: lowest compared OMol25 entry of this formula, charge and spin) is 4.9974 eV. The value obtained for the max |F| is 0.044 hartree/bohr. Its lowest unoccupied orbital energy (alpha / beta) is -0.08 / -0.06 eV. As for the HOMO-LUMO gap (alpha / beta): 0.308 / 0.283 Ha. Its HOMO energy (alpha / beta) is -8.4703 / -7.7573 eV.



- spin multiplicity of number 2 (C8H9N4S3Y)?
  1